Record 1
The following is a DFT calculation (ωB97M-V/def2-TZVPD) of an isolated ion of composition C8H11BrNO and charge +1 in a non-equilibrium geometry.

Element x y z (Å)
1 C -1.036 1.872 -0.987
2 C -1.154 0.660 -0.170
3 C -1.740 1.040 1.147
4 N 0.037 -0.088 -0.137
5 C 1.173 0.529 -0.116
6 C 2.407 -0.162 0.046
7 Br 4.107 0.696 0.039
8 C 2.465 -1.526 -0.150
9 C 1.203 -2.316 0.008
10 C 0.001 -1.704 -0.065
11 O -1.213 -2.028 0.116
12 H -0.071 1.935 -1.556
13 H -1.088 2.718 -0.221
14 H -1.852 1.823 -1.728
15 H -1.964 0.029 -0.641
16 H -0.897 1.161 1.912
17 H -2.430 0.241 1.396
18 H -2.371 1.963 1.217
19 H 1.220 1.550 -0.015
20 H 3.408 -2.039 -0.368
21 H 1.160 -3.349 -0.115
22 H -1.366 -3.005 0.389

## Properties
structure (SMILES)	CC(C)[n+]1cc(Br)ccc1O
energy above the lowest of the compared OMol25 structures with the same formula, charge and spin	0.000	eV
net charge	+1
LUMO	-4.702	eV
spin multiplicity	1
strongest force on any atom	6.37	eV Å⁻¹
Kohn-Sham gap	8.434	eV

Now the natural (NBO) charges, all in e: C -0.6190; C -0.1056; C -0.6220; N -0.2642; C 0.1383; C -0.1741; Br 0.1476; C -0.0648; C -0.3449; C 0.5864; O -0.6309; H 0.2153; H 0.2314; H 0.2548; H 0.2369; H 0.2207; H 0.2304; H 0.2528; H 0.2451; H 0.2665; H 0.2530; H 0.5466

=====

Record 2
The following is a DFT calculation (ωB97M-V/def2-TZVPD) of a 2-piece molecular cluster, C2H7OPS2 overall in a non-equilibrium geometry.

Element x y z (Å)
1 C -1.660 -0.373 1.986
2 C 0.828 1.195 -0.847
3 O -1.060 0.491 0.943
4 P -0.398 -0.151 -0.361
5 S 0.530 -1.882 -0.030
6 S 2.672 -0.387 -3.289
7 H -2.739 -0.020 1.965
8 H -1.204 -0.145 2.952
9 H -1.900 -1.382 1.705
10 H 0.178 2.015 -0.692
11 H 1.594 0.984 -0.191
12 H 1.051 0.840 -1.782
13 H 2.109 -1.186 -2.360

## Properties
energy above the lowest of the compared OMol25 structures with the same formula, charge and spin	3.752	eV
net charge	0
LUMO (alpha / beta)	-1.649 / -2.402	eV
spin multiplicity	1
strongest force on any atom	3.88	eV Å⁻¹
Kohn-Sham gap (alpha / beta)	7.639 / 5.800	eV

Now the natural (NBO) charges, all in e: C -0.2731; C -0.8880; O -0.8251; P 1.1786; S -0.5197; S -0.1214; H 0.1914; H 0.2131; H 0.2162; H 0.2422; H 0.2393; H 0.2314; H 0.1152